81
Properties=species:S:1:pos:R:3 method="wB97M-V/def2-TZVPD" spin_multiplicity=1 total_energy_ev=-196943.8016 e_above_lowest_kcal_mol=0.0 fmax_ev_per_a=2.70 charge=0 homo_lumo_gap_ev=6.33 mol_weight_g_mol=760.9
N 4.54 -6.20 -3.95
C 5.31 -5.19 -3.52
C 4.75 -4.02 -2.97
C 3.34 -3.84 -2.90
C 2.58 -4.94 -3.35
C 3.21 -6.08 -3.89
C 2.76 -2.65 -2.27
Pd 0.45 -0.01 -0.35
P -2.25 1.32 3.71
C 1.46 -2.44 -1.94
C 1.15 -1.87 -0.64
C 0.06 -2.39 0.16
C 0.26 -2.65 1.53
C 1.45 -2.23 2.14
C 2.46 -1.61 1.40
C 2.22 -1.19 0.08
Br 1.66 -2.31 3.94
H 3.53 -1.91 -2.01
H 0.63 -2.87 -2.52
H 5.42 -3.28 -2.55
H 1.50 -4.94 -3.22
H 6.40 -5.32 -3.58
H 2.62 -6.92 -4.26
H -0.80 -2.78 -0.39
H 3.01 -0.70 -0.48
H -0.41 -3.31 2.07
H 3.42 -1.37 1.83
P -1.32 0.80 -1.60
C -0.97 0.83 4.96
C -1.62 0.18 6.19
H -0.48 1.75 5.31
H -0.20 0.18 4.50
H -0.87 -0.13 6.93
H -2.26 0.92 6.67
H -2.21 -0.71 5.94
C -2.75 -0.30 2.96
C -4.26 -0.61 3.15
H -2.15 -1.11 3.43
H -2.50 -0.30 1.89
H -4.51 -1.57 2.67
H -4.53 -0.70 4.21
H -4.90 0.16 2.71
C -1.41 2.51 2.60
C -1.66 3.99 2.96
H -1.77 2.34 1.58
H -0.33 2.29 2.62
H -1.61 4.62 2.06
H -2.65 4.12 3.40
H -0.92 4.39 3.67
C -1.96 2.54 -1.64
C -2.55 3.02 -2.97
H -1.17 3.21 -1.29
H -2.76 2.57 -0.88
H -1.79 3.30 -3.71
H -3.20 2.26 -3.42
H -3.18 3.90 -2.79
C -2.84 0.04 -0.92
C -3.05 -1.42 -1.21
H -3.69 0.63 -1.28
H -2.78 0.21 0.17
H -3.06 -1.59 -2.29
H -2.27 -2.03 -0.79
H -4.00 -1.75 -0.78
C -1.22 0.39 -3.38
C 0.02 1.06 -3.99
H -2.16 0.68 -3.88
H -1.15 -0.70 -3.49
H 0.44 0.43 -4.80
H -0.18 2.07 -4.39
H 0.85 1.17 -3.27
Br 1.87 6.04 -1.64
C 2.16 4.39 -0.72
C 3.08 4.38 0.33
C 3.22 3.21 1.07
C 2.48 2.09 0.70
N 1.59 2.10 -0.29
C 1.47 3.20 -1.06
H 3.65 5.27 0.56
H 3.84 3.13 1.95
H 2.62 1.13 1.19
H 0.87 3.16 -1.98